ORCA calculation (the ωB97M-V functional and the def2-TZVPD basis) on a structure of composition C24H56N8O12SY.

Element x y z (Å)
Y  0.182  -10.826  -9.079
S  -0.352  -12.712  -11.315
O  -1.749  -12.988  -11.629
O  0.595  -13.382  -12.196
O  -0.088  -11.306  -11.230
O  -0.142  -13.003  -9.899
C  -2.604  -13.263  -14.938
C  -2.418  -11.738  -14.979
O  -2.567  -11.085  -15.968
N  -2.041  -11.125  -13.829
C  -1.521  -9.791  -13.841
H  -1.971  -13.676  -14.153
H  -2.287  -13.683  -15.892
H  -3.661  -13.509  -14.829
H  -1.915  -11.633  -12.965
H  -0.613  -9.780  -14.444
H  -1.084  -9.509  -12.883
H  -2.276  -9.096  -14.210
C  3.669  -14.562  -12.339
C  3.249  -15.725  -11.501
O  4.016  -16.700  -11.292
N  1.952  -15.640  -11.053
C  1.352  -16.577  -10.100
H  3.819  -14.826  -13.386
H  4.679  -14.267  -12.054
H  2.947  -13.745  -12.364
H  1.456  -14.779  -11.236
H  2.153  -17.037  -9.522
H  0.716  -17.306  -10.602
H  0.801  -15.984  -9.370
C  1.807  -13.356  -15.434
C  1.037  -14.683  -15.530
O  1.070  -15.307  -16.558
N  0.581  -15.117  -14.341
C  -0.151  -16.358  -14.167
H  2.828  -13.666  -15.208
H  1.426  -12.653  -14.693
H  1.848  -12.910  -16.427
H  0.574  -14.397  -13.633
H  -1.212  -16.243  -14.388
H  -0.171  -16.667  -13.122
H  0.189  -17.197  -14.773
C  -4.043  -11.329  -9.578
C  -3.262  -11.081  -8.300
O  -2.045  -11.321  -8.256
N  -3.931  -10.588  -7.242
C  -3.416  -10.436  -5.896
H  -3.394  -11.894  -10.247
H  -4.231  -10.359  -10.037
H  -5.005  -11.823  -9.446
H  -4.804  -10.157  -7.512
H  -2.595  -11.111  -5.653
H  -4.300  -10.616  -5.285
H  -3.040  -9.427  -5.725
C  -4.880  -14.069  -12.198
C  -4.260  -15.349  -11.619
O  -4.936  -16.374  -11.504
N  -3.002  -15.299  -11.264
C  -2.241  -16.410  -10.723
H  -5.557  -14.402  -12.985
H  -4.026  -13.470  -12.513
H  -5.360  -13.507  -11.398
H  -2.528  -14.426  -11.446
H  -2.812  -16.819  -9.889
H  -1.256  -16.097  -10.378
H  -2.036  -17.210  -11.435
C  1.279  -14.349  -6.848
C  0.676  -13.043  -6.256
O  0.197  -12.225  -7.106
N  0.657  -12.884  -4.956
C  0.224  -11.663  -4.228
H  0.399  -14.816  -7.288
H  1.711  -14.944  -6.043
H  2.116  -14.209  -7.532
H  0.827  -13.666  -4.340
H  0.943  -10.845  -4.278
H  0.186  -11.843  -3.154
H  -0.742  -11.278  -4.554
C  -2.860  -7.852  -11.014
C  -1.643  -8.099  -10.159
O  -1.252  -9.224  -9.830
N  -0.956  -7.122  -9.633
C  -1.287  -5.698  -9.742
H  -3.762  -7.784  -10.407
H  -3.061  -8.659  -11.718
H  -2.606  -6.952  -11.575
H  -0.225  -7.491  -9.042
H  -0.638  -5.181  -10.449
H  -1.134  -5.132  -8.823
H  -2.335  -5.523  -9.984
C  3.197  -7.716  -9.898
C  2.556  -8.879  -10.675
O  1.552  -9.420  -10.213
N  3.092  -9.275  -11.844
C  2.397  -10.318  -12.665
H  4.255  -7.595  -10.133
H  3.021  -7.958  -8.850
H  2.749  -6.724  -9.960
H  4.002  -9.026  -12.204
H  2.915  -10.510  -13.605
H  1.430  -9.892  -12.932
H  2.194  -11.291  -12.220

Computed properties:
HOMO-LUMO gap (alpha / beta) in eV: 4.06 / 8.07
2S+1: 2
HOMO energy (alpha / beta) in eV: -4.31 / -8.48
LUMO level (alpha / beta) in eV: -0.249 / -0.413
Charge: 0